No. 1
This record from the Open Molecules 2025 dataset describes a molecular structure, C31H76CuN5O13. The level of theory is ωB97M-V/def2-TZVPD.

Structure (XYZ):
```
126
Properties=species:S:1:pos:R:3:mulliken_charge:R:1
Cu -1.1834 2.7200 7.6781 0.894
O -0.9351 0.8907 2.7544 -0.396
C -1.0482 1.5981 3.8934 0.719
O -0.1128 2.1457 4.5001 -0.736
O -2.2129 1.6430 4.3488 -0.780
H -1.8923 0.9220 2.8204 0.281
C -7.6093 -1.9661 3.5022 -0.629
O -7.6361 -1.7560 4.9485 -0.376
C -6.7587 -0.8439 5.4753 -0.355
C -7.2972 0.6096 5.2066 -0.447
N -6.3546 1.5996 5.6876 -0.286
C -6.7644 2.9814 5.6310 -0.798
C -6.9298 3.5197 4.2070 -0.442
O -8.1221 2.8954 3.6732 -0.256
C -8.5583 3.5543 2.5341 -0.829
H -8.4160 -2.6087 3.1495 0.277
H -6.7038 -2.4401 3.1233 0.254
H -7.7812 -0.9949 3.0381 0.268
H -5.8033 -0.9138 4.9552 0.281
H -6.6433 -1.1541 6.5139 0.303
H -8.2874 0.7375 5.6438 0.282
H -7.4498 0.6554 4.1283 0.183
H -5.5040 1.3951 5.1829 0.237
H -5.9726 3.6385 5.9910 0.336
H -7.6541 3.0744 6.2537 0.356
H -6.0274 3.3261 3.6272 0.314
H -7.1338 4.5839 4.3251 0.455
H -7.8601 3.6320 1.7006 0.316
H -8.9658 4.5104 2.8624 0.309
H -9.3816 3.0006 2.0828 0.258
C 5.2772 -2.1679 -3.5510 -0.743
O 4.4974 -3.0610 -2.7656 -0.290
C 3.0988 -3.0868 -3.0966 -0.421
C 2.5600 -4.1341 -2.1454 -0.596
N 1.2569 -4.6273 -2.6045 -0.309
C 0.5110 -5.3957 -1.6149 -0.557
C -0.0573 -4.3719 -0.6480 -0.158
O -0.7323 -4.8705 0.4862 -0.402
C -1.3349 -3.8634 1.3326 -0.625
H 4.6300 -1.3218 -3.7820 0.309
H 5.5563 -2.5939 -4.5147 0.271
H 6.1965 -1.8689 -3.0474 0.245
H 3.0012 -3.4235 -4.1286 0.306
H 2.6107 -2.1270 -2.9270 0.306
H 2.5301 -3.6460 -1.1712 0.250
H 3.3417 -4.8724 -1.9667 0.310
H 1.5287 -5.3195 -3.2880 0.262
H 1.1131 -6.1374 -1.0901 0.330
H -0.3476 -5.9262 -2.0265 0.324
H -0.7670 -3.7360 -1.1771 0.184
H 0.6746 -3.6818 -0.2283 0.231
H -2.1425 -3.3558 0.8052 0.249
H -0.6013 -3.1443 1.6970 0.272
H -1.7973 -4.4344 2.1377 0.254
C 3.0219 2.7224 -1.1354 -0.617
O 4.0355 3.4892 -1.8585 -0.345
C 5.3715 3.1632 -1.4565 -0.629
C 6.3579 3.9485 -2.3902 -0.650
N 6.4924 3.3370 -3.7018 -0.284
C 7.3431 4.0730 -4.6620 -0.561
C 7.4719 3.3823 -5.9996 -0.593
O 6.1717 3.4802 -6.5700 -0.315
C 5.9508 4.6182 -7.4647 -0.660
H 3.1289 1.6660 -1.3817 0.227
H 2.0455 2.9854 -1.5424 0.235
H 3.1360 3.0854 -0.1140 0.300
H 5.6675 2.1145 -1.4295 0.375
H 5.4926 3.5252 -0.4356 0.437
H 7.3270 4.0113 -1.8952 0.369
H 5.9492 4.9588 -2.3703 0.321
H 5.6336 3.1410 -4.1960 0.264
H 8.3592 4.1613 -4.2773 0.374
H 7.0765 5.1161 -4.8327 0.284
H 7.7070 2.3298 -5.8408 0.309
H 8.3288 3.7883 -6.5371 0.378
H 4.8855 4.5911 -7.6941 0.226
H 6.5568 4.5253 -8.3659 0.263
H 6.1845 5.5413 -6.9345 0.291
C -4.9670 0.7558 -1.2973 -0.841
O -4.7507 -0.3756 -2.1384 -0.320
C -3.4451 -0.4020 -2.7281 -0.686
C -3.3374 -1.4139 -3.9044 -0.515
N -4.2021 -1.0220 -5.0235 -0.427
C -4.5961 -2.2718 -5.7812 -0.680
C -5.4463 -1.8867 -7.0309 -0.573
O -6.5542 -1.0522 -6.6403 -0.269
C -7.4267 -0.6312 -7.6743 -0.778
H -5.9239 0.7675 -0.7754 0.294
H -5.0335 1.6818 -1.8684 0.357
H -4.2733 1.0575 -0.5126 0.309
H -2.8052 -0.8179 -1.9499 0.403
H -3.0048 0.5896 -2.8336 0.434
H -3.6333 -2.3855 -3.5086 0.339
H -2.3199 -1.5454 -4.2724 0.286
H -5.0612 -0.5862 -4.7199 0.308
H -5.2016 -2.8463 -5.0801 0.377
H -3.7510 -2.8959 -6.0717 0.383
H -5.8056 -2.8310 -7.4399 0.378
H -4.8085 -1.4888 -7.8202 0.367
H -6.8930 0.0363 -8.3510 0.306
H -8.3418 -0.2175 -7.2505 0.249
H -7.8479 -1.4482 -8.2602 0.297
C 6.5169 2.1710 7.9698 -0.729
O 6.3884 1.8259 6.5920 -0.308
C 5.1275 1.2374 6.2505 -0.583
C 5.2039 0.4452 4.8933 -0.491
N 3.9781 -0.2482 4.5123 -0.249
C 4.0663 -1.0622 3.3432 -0.626
C 4.6788 -2.4462 3.6644 -0.486
O 4.5657 -3.1978 2.4751 -0.181
C 5.0514 -4.5154 2.6112 -0.757
H 7.5363 2.5391 8.0859 0.255
H 6.3597 1.3707 8.6929 0.306
H 5.8753 3.0338 8.1487 0.295
H 4.3650 2.0144 6.1960 0.290
H 4.7693 0.5533 7.0199 0.372
H 6.0713 -0.2113 4.9621 0.318
H 5.3575 1.2040 4.1260 0.292
H 3.2561 0.4521 4.4214 0.234
H 4.6122 -0.5849 2.5294 0.200
H 3.0187 -1.1575 3.0576 0.431
H 4.1944 -2.9907 4.4749 0.315
H 5.6837 -2.1916 4.0010 0.288
H 6.1399 -4.4601 2.6277 0.296
H 4.6542 -5.0588 1.7538 0.194
H 4.6598 -5.0352 3.4855 0.325
```

E in Eh: -4118.62594

No. 2
This record from the Open Molecules 2025 dataset describes 2 unconnected molecules or ions with the total composition C3H6NO2S2. The level of theory is ωB97M-V/def2-TZVPD.

Structure (XYZ):
```
14
Properties=species:S:1:pos:R:3:nbo_charge:R:1
N -0.0715 1.2062 -0.8115 -0.377
C -0.0002 0.1316 -0.0751 0.027
C -0.9793 -1.0573 -0.3418 0.718
O -1.1482 -1.3587 -1.5322 -0.711
O -1.4849 -1.5357 0.6713 -0.673
C 0.6825 0.0849 1.2377 -0.616
S 2.5285 0.5170 1.0841 -0.065
S 3.3321 -1.3494 0.8895 -0.690
H -2.6353 0.5010 -1.5227 0.040
H 0.6795 1.8468 -0.4904 0.361
H 0.8399 0.1598 -0.9902 0.492
H 0.8293 -0.9633 1.4848 0.287
H 0.1977 0.5933 2.0641 0.252
H -2.7701 1.2239 -1.6675 -0.047
```

E in Eh: -1119.41518
Charge: -1
Energy relative to the best compared isomer or geometry (same formula, charge and spin) in kcal/mol: 118.6

| no. | HOMO-LUMO gap (eV) | maximum force (eV Å⁻¹) |
| --- | --- | --- |
| 1 | 4.37 | 3.69 |
| 2 | 4.67 | 4.38 |